DFT (ωB97M-V/def2-TZVPD) results for an isolated molecule of C6H15NO2Si.

The geometry in XYZ format:
```
25
Properties=species:S:1:pos:R:3:forces:R:3
C 2.212344 -1.202727 0.183387 0.1 0.0 0.0
C 1.617752 -0.683869 -1.120489 0.0 0.0 0.0
C 1.587757 0.851990 -1.269211 0.2 0.0 0.0
N 1.370677 1.627504 -0.051513 -0.2 -0.2 0.0
Si -0.207725 2.063316 0.484568 0.0 0.0 0.0
C -1.239162 0.682200 1.244266 0.0 0.1 -0.1
C -1.964034 -0.164423 0.203378 0.0 0.0 -0.1
C -2.395545 -1.524528 0.713071 -0.2 0.1 -0.2
O -2.207794 -1.941021 1.813249 0.1 -0.1 0.3
O -3.064183 -2.289385 -0.186929 0.0 0.0 -0.1
H 3.281937 -0.987688 0.249349 0.0 0.0 0.0
H 1.726050 -0.768290 1.057862 0.0 0.0 0.0
H 2.089967 -2.283330 0.253550 0.0 0.0 0.0
H 0.611175 -1.094595 -1.245747 0.0 0.0 0.1
H 2.204960 -1.081983 -1.951516 -0.1 0.0 -0.1
H 2.519773 1.182175 -1.738475 0.0 0.0 0.1
H 0.792867 1.123819 -1.968064 0.0 0.0 -0.1
H 2.050281 1.422085 0.667817 0.1 0.1 -0.1
H -0.935448 2.541785 -0.718181 0.0 0.0 0.0
H -0.092362 3.163453 1.467167 0.1 -0.1 0.0
H -1.968699 1.139959 1.917869 0.0 -0.1 0.0
H -0.621005 0.028401 1.864636 0.0 0.1 0.0
H -1.351796 -0.336959 -0.690036 0.0 0.0 0.0
H -2.860404 0.354104 -0.154331 0.0 0.0 0.0
H -3.157384 -1.821991 -1.025680 0.0 0.0 0.0
```
Positions in Å, forces in eV/Å.

The total energy is -19928.8748 eV. As for the SMILES: CCCN[SiH2]CCC(=O)O.